#A
Density functional theory data (ωB97M-V/def2-TZVPD) for one molecule with the formula C4H7IO2.

Atoms and positions in Å:
C (-0.499, -1.024, 0.939)
C (-0.428, 0.365, 0.245)
C (-0.577, 0.160, -1.316)
O (0.498, -0.615, -1.683)
O (1.599, -0.278, -0.807)
C (1.064, 0.579, 0.281)
I (1.452, 2.751, 0.273)
H (0.345, -1.614, 0.676)
H (-1.472, -1.366, 0.772)
H (-0.355, -0.877, 2.094)
H (-1.205, 1.003, 0.618)
H (-1.400, -0.492, -1.677)
H (-0.482, 1.162, -1.662)
H (1.462, 0.248, 1.247)

Results
Structure (SMILES): C[C@@H]1COO[C@H]1I
Spin multiplicity: 1
E_HOMO in eV: -9.5
Net charge: 0
Lowest unoccupied orbital energy in eV: 0.36

Mulliken atomic charge list, values in e, 5 entries:
1 C -1.399
2 C -0.085
3 C -0.280
4 O -0.234
5 O -0.207

=====

#B
Density functional theory data (ωB97M-V/def2-TZVPD) for a 3-piece molecular cluster, C4H7IO2 overall.

Atoms and positions in Å:
C (0.418, -3.547, 0.866)
C (-0.974, 0.350, 0.358)
C (1.278, -0.581, -0.071)
C (0.256, 0.374, -0.524)
O (-0.686, -3.567, 1.113)
O (0.323, 0.997, -1.564)
I (-1.115, 4.072, -0.551)
H (-0.929, 1.072, 1.206)
H (-1.831, 0.625, -0.262)
H (-1.074, -0.692, 0.787)
H (2.189, -0.418, -0.810)
H (0.984, -1.588, -0.025)
H (1.492, -0.378, 0.999)
H (-0.332, 3.282, -1.522)

Results
Spin multiplicity: 1
E_HOMO in eV: -9.7
Net charge: 0
Lowest unoccupied orbital energy in eV: 0.80

Mulliken atomic charge list, values in e, 5 entries:
1 C 0.096
2 C -0.947
3 C -0.769
4 C 0.885
5 O -0.143

=====

#B wins, 272.0 kJ/mol ahead of the next structure.

=====

#A
Density functional theory data (ωB97M-V/def2-TZVPD) for one molecule with the formula C12H24N2O3.

Atoms and positions in Å:
C (1.539, 1.582, -4.725)
C (1.544, 0.859, -3.382)
C (0.959, 1.746, -2.286)
C (0.751, -0.449, -3.501)
N (0.734, -1.196, -2.266)
C (-0.395, -1.440, -1.582)
O (-1.511, -1.152, -1.970)
C (-0.166, -2.130, -0.237)
C (0.271, -1.114, 0.836)
N (-0.223, -1.392, 2.179)
C (-1.538, -0.832, 2.484)
C (-1.428, 0.630, 2.935)
C (-0.760, 0.725, 4.305)
C (-2.814, 1.266, 2.971)
C (1.804, -0.995, 0.924)
O (2.537, -1.101, -0.023)
O (2.230, -0.753, 2.151)
H (2.131, 2.493, -4.668)
H (1.957, 0.950, -5.505)
H (0.523, 1.849, -5.006)
H (2.577, 0.610, -3.114)
H (-0.099, 1.923, -2.466)
H (1.473, 2.703, -2.258)
H (1.072, 1.272, -1.313)
H (1.189, -1.072, -4.290)
H (-0.291, -0.239, -3.757)
H (1.622, -1.345, -1.801)
H (-1.117, -2.574, 0.063)
H (0.583, -2.917, -0.338)
H (-0.094, -0.119, 0.550)
H (-0.223, -2.395, 2.338)
H (-2.209, -0.898, 1.617)
H (-1.977, -1.418, 3.295)
H (-0.815, 1.177, 2.210)
H (-0.630, 1.766, 4.591)
H (0.218, 0.248, 4.299)
H (-1.375, 0.238, 5.058)
H (-3.459, 0.731, 3.666)
H (-3.275, 1.243, 1.987)
H (-2.747, 2.302, 3.295)
H (1.431, -0.785, 2.736)

Results
Structure (SMILES): CC(C)CNC(=O)C[C@@H](NCC(C)C)C(=O)O
Spin multiplicity: 1
E_HOMO in eV: -9.4
Net charge: 0
Lowest unoccupied orbital energy in eV: 0.70

Mulliken atomic charge list, values in e, 5 entries:
1 C -1.653
2 C 0.876
3 C -1.192
4 C -1.171
5 N -0.056

=====

#B
Density functional theory data (ωB97M-V/def2-TZVPD) for one molecule with the formula C12H24N2O3.

Atoms and positions in Å:
C (-3.336, -0.981, -1.302)
C (-3.435, -1.017, 0.272)
C (-4.021, -2.417, 0.675)
C (-2.055, -0.550, 0.815)
C (-1.603, 0.807, 0.201)
N (-0.216, 0.880, 0.280)
C (0.496, 0.249, -0.558)
O (0.298, -0.948, -0.974)
C (1.853, 0.893, -1.084)
N (1.390, 2.335, -1.256)
C (2.928, 0.984, -0.041)
C (3.247, -0.387, 0.744)
C (3.648, -1.421, -0.288)
C (4.452, -0.255, 1.647)
C (-2.382, 1.999, 0.656)
O (-2.243, 2.810, 1.538)
O (-3.481, 2.179, -0.193)
H (-3.878, -1.677, -1.919)
H (-2.287, -1.129, -1.610)
H (-3.528, -0.054, -1.840)
H (-4.172, -0.366, 0.645)
H (-5.030, -2.727, 0.240)
H (-3.368, -3.257, 0.408)
H (-4.260, -2.407, 1.756)
H (-1.815, -0.685, 1.814)
H (-1.279, -1.199, 0.394)
H (-1.862, 0.828, -0.888)
H (0.091, 1.808, 0.193)
H (2.312, 0.394, -1.990)
H (2.196, 2.952, -1.509)
H (0.575, 2.535, -1.859)
H (2.541, 1.781, 0.773)
H (3.717, 1.247, -0.659)
H (2.362, -0.703, 1.118)
H (4.593, -1.054, -0.693)
H (3.559, -2.483, -0.125)
H (2.944, -1.255, -1.069)
H (4.693, 0.553, 2.407)
H (4.792, -1.235, 2.071)
H (5.378, -0.018, 1.045)
H (-3.816, 2.989, 0.166)

Results
Structure (SMILES): CC(C)C[C@H](NC(=O)[C@@H](N)CC(C)C)C(=O)O
Spin multiplicity: 1
E_HOMO in eV: -9.4
Net charge: 0
Lowest unoccupied orbital energy in eV: 0.58

Mulliken atomic charge list, values in e, 5 entries:
1 C -1.361
2 C 0.798
3 C -1.620
4 C -1.386
5 C 0.431

=====

#C
Density functional theory data (ωB97M-V/def2-TZVPD) for one molecule with the formula C12H24N2O3.

Atoms and positions in Å:
C (2.931, -1.728, -1.151)
C (3.492, -0.362, -1.433)
C (3.429, 0.728, -0.232)
C (4.744, 0.513, 0.598)
C (2.222, 0.792, 0.744)
N (1.964, -0.304, 1.663)
C (0.895, 0.932, -0.059)
O (0.800, 1.323, -1.239)
N (-0.295, 0.600, 0.622)
C (-1.523, 0.616, -0.096)
C (-2.780, 0.174, 0.739)
C (-3.904, -0.536, -0.140)
C (-3.634, -1.952, -0.679)
C (-5.287, -0.586, 0.538)
C (-1.883, 2.042, -0.526)
O (-2.718, 2.271, -1.414)
O (-1.290, 3.121, 0.021)
H (3.557, -2.368, -1.755)
H (1.876, -1.792, -1.317)
H (3.224, -2.085, -0.148)
H (4.530, -0.401, -1.759)
H (2.947, 0.031, -2.248)
H (3.356, 1.720, -0.664)
H (5.622, 0.747, -0.065)
H (4.944, 1.144, 1.465)
H (4.837, -0.522, 0.828)
H (2.518, 1.659, 1.265)
H (2.705, -0.413, 2.318)
H (1.946, -1.198, 1.172)
H (-0.164, 0.428, 1.632)
H (-1.426, 0.103, -1.076)
H (-3.141, 1.062, 1.316)
H (-2.438, -0.406, 1.602)
H (-3.900, 0.259, -0.971)
H (-2.713, -1.897, -1.206)
H (-4.395, -2.148, -1.430)
H (-3.609, -2.690, 0.073)
H (-6.120, -0.677, -0.088)
H (-5.247, -1.476, 1.178)
H (-5.299, 0.387, 1.148)
H (-0.772, 2.889, 0.776)

Results
Structure (SMILES): CC[C@H](C)[C@H](N)C(=O)N[C@@H](CC(C)C)C(=O)O
Spin multiplicity: 1
E_HOMO in eV: -9.5
Net charge: 0
Lowest unoccupied orbital energy in eV: 0.48

Mulliken atomic charge list, values in e, 5 entries:
1 C -1.186
2 C -0.696
3 C 0.359
4 C -1.693
5 C -0.162

=====

#A wins, 204.1 kJ/mol ahead of the next structure.